Entry 1:
70
Properties=species:S:1:pos:R:3:forces:R:3:nbo_charge:R:1 method="wB97M-V/def2-TZVPD" largest_force_ha_per_bohr=0.133 homo_ev=-6.42 homo_lumo_gap_ev=2.8 e_tot_ha=-4552.66752
C -0.9625 3.4335 0.3939 -0.19 0.33 0.12 -0.646
C -0.2756 3.0156 -0.9073 -0.30 0.69 -0.52 0.271
C 1.2080 3.3825 -0.8049 -0.06 0.13 -0.18 -0.627
O -0.4383 1.6373 -1.1225 0.89 0.53 -0.16 -0.769
B -1.7184 1.4857 -1.8207 -1.13 -1.86 -0.53 0.822
C -1.4969 0.6384 -3.2614 -0.29 0.14 1.50 -0.161
C -2.1474 1.0801 -4.4128 0.19 -0.58 -0.95 -0.224
C -1.8894 0.4759 -5.6559 -0.01 0.14 0.49 -0.225
C -0.9797 -0.5791 -5.7592 -0.11 0.12 0.24 -0.261
C -0.3494 -1.0296 -4.5992 0.00 0.16 0.42 -0.223
C -0.6005 -0.4210 -3.3517 -0.08 -0.43 -1.11 -0.267
C -2.6462 0.7033 -0.5773 -0.96 1.62 -0.82 -0.179
C -2.0262 -0.5340 -0.0206 -0.04 -0.33 0.40 -0.651
C -3.7427 1.2231 0.0167 -0.26 0.00 -0.63 -0.474
O -2.1746 2.7906 -2.3030 0.20 0.65 1.14 -0.750
C -1.0748 3.6638 -2.1581 0.50 0.02 0.71 0.258
C -1.5740 5.0898 -1.9440 -0.02 0.05 0.14 -0.625
C -0.2105 3.6995 -3.4182 0.23 -0.08 -0.12 -0.645
H -0.6333 4.4479 0.6587 -0.18 -0.14 0.10 0.191
H -2.0582 3.4309 0.2858 0.44 -0.14 0.12 0.237
H -0.6811 2.7483 1.2058 -0.05 0.08 -0.17 0.194
H 1.2927 4.4495 -0.5526 0.12 -0.21 -0.10 0.198
H 1.6879 2.8069 -0.0016 -0.17 0.06 -0.06 0.194
H 1.7672 3.1932 -1.7281 -0.20 -0.04 0.13 0.213
H -2.8416 1.9190 -4.3594 0.20 -0.24 0.07 0.223
H -2.3969 0.8405 -6.5428 0.02 -0.02 -0.02 0.195
H -0.7737 -1.0397 -6.7291 -0.04 0.11 0.33 0.198
H 0.3497 -1.8570 -4.6626 0.06 -0.04 -0.03 0.180
H -0.1016 -0.7843 -2.4551 -0.18 0.40 -0.64 0.194
H -0.9639 -0.5638 -0.2656 -0.36 0.31 0.33 0.192
H -2.1894 -0.5722 1.0738 0.22 -0.16 -0.23 0.182
H -2.4870 -1.4278 -0.4581 0.01 -0.05 -0.05 0.199
H -4.2877 0.7762 0.8723 0.59 0.00 -0.28 0.156
H -4.2787 2.1080 -0.3880 0.66 -0.51 0.13 0.194
H -0.7248 5.7660 -1.7639 -0.23 -0.08 -0.01 0.193
H -2.0823 5.4094 -2.8629 0.06 0.02 0.21 0.209
H -2.2826 5.1663 -1.1136 0.12 -0.04 -0.14 0.213
H 0.5494 4.4881 -3.3025 -0.08 -0.27 -0.16 0.193
H 0.2789 2.7365 -3.6211 -0.14 0.26 0.05 0.225
H -0.8468 3.9629 -4.2751 0.17 -0.14 0.18 0.212
O -0.3597 -5.9817 0.1236 1.45 3.16 1.94 -0.419
C -0.0067 -5.0244 0.6844 -2.52 -4.28 -2.64 0.537
Co 0.3021 -3.5045 1.5507 5.08 -0.73 0.01 0.126
C 0.4667 -2.5494 0.0525 -1.71 2.92 -4.11 0.605
O 0.5075 -1.9427 -0.9481 0.61 -3.18 4.31 -0.435
C -1.0337 -3.3707 2.7026 -3.41 1.96 3.14 0.554
O -1.8174 -3.2587 3.5415 1.97 -0.64 -2.29 -0.404
C 1.8631 -2.5178 2.5543 -2.06 -1.12 2.86 -0.191
C 1.6220 -1.6384 3.7059 0.50 0.76 0.04 -0.072
C 1.1347 -0.3197 3.5196 0.25 -0.83 0.05 -0.184
C 0.9464 0.5207 4.6190 0.18 -0.41 -0.32 -0.196
C 1.3427 0.0715 5.8929 -0.39 -0.10 -0.29 -0.176
C 1.7659 -1.2515 6.0932 0.04 0.17 -0.48 -0.198
C 1.9221 -2.1172 5.0019 -0.10 0.48 0.15 -0.221
C 2.1324 -3.9242 2.7080 -1.56 0.65 2.85 -0.254
C 1.6466 -4.8457 3.5816 -0.71 -0.26 -1.73 -0.350
Co 2.8329 -3.2505 1.2503 -0.03 -0.91 -3.33 -0.020
C 4.5669 -3.4179 1.2769 5.06 -0.90 0.91 0.690
O 5.7188 -3.5780 1.2733 -4.07 0.66 -0.11 -0.402
C 2.9903 -1.7622 0.3540 0.84 5.92 -3.35 0.617
O 3.0980 -0.7309 -0.1747 -0.38 -3.94 2.14 -0.379
C 2.6109 -4.7101 0.1742 2.15 -3.49 -2.90 0.581
O 2.8009 -5.6594 -0.4698 -1.26 3.13 2.26 -0.421
H 0.9322 -0.0386 2.4778 -0.18 0.25 0.58 0.238
H 0.4769 1.4955 4.4474 0.45 -0.29 0.27 0.243
H 1.2901 0.7601 6.7376 -0.12 -0.29 -0.19 0.228
H 1.9713 -1.6044 7.1027 0.09 0.12 -0.26 0.225
H 2.3087 -3.1401 5.1478 -0.29 0.81 -0.01 0.217
H 2.0183 -5.8666 3.5458 -0.19 0.01 0.24 0.229
H 0.7523 -4.6026 4.1651 0.72 -0.09 0.38 0.224


Entry 2:
46
Properties=species:S:1:pos:R:3:forces:R:3:nbo_charge:R:1 method="wB97M-V/def2-TZVPD" largest_force_ha_per_bohr=0.080 smiles="O=C=NN(S)[C@@H](CCCSC(=S)N(c1ccccc1)c1ccccc1)C(=O)[O-]" homo_ev=-4.64 homo_lumo_gap_ev=6.5 e_tot_ha=-2319.22699 charge=-1
O 1.5781 4.0568 2.0323 0.86 -0.10 -0.92 -0.502
C 2.4345 3.3429 1.6700 0.91 -1.33 1.39 0.863
N 3.3556 2.4728 1.5912 -1.53 2.68 -0.49 -0.413
N 2.6682 1.2240 1.5176 -0.67 -0.94 -0.18 -0.453
S 2.2497 0.6703 3.1031 -0.19 -0.07 0.34 0.186
C 3.4146 0.1971 0.7415 0.45 -1.23 -0.36 -0.177
C 3.9980 0.7079 -0.6299 0.49 -0.14 -0.46 -0.417
C 2.9749 0.6513 -1.8355 -1.12 0.12 -0.08 -0.408
C 1.5006 1.1159 -1.4213 0.73 -0.01 0.69 -0.537
S 0.3997 0.7012 -2.8387 -1.20 0.08 1.15 0.289
C -1.3193 0.5407 -2.2202 0.14 0.43 -0.49 -0.054
S -2.5049 0.8405 -3.3565 1.02 -0.27 1.01 -0.060
N -1.5780 0.1869 -0.8397 -0.82 -0.85 -1.64 -0.553
C -1.1239 -1.1650 -0.5122 2.19 -2.91 1.95 0.112
C -1.5751 -2.4152 -1.1499 1.46 -0.28 1.44 -0.184
C -1.0229 -3.7289 -0.7241 1.11 1.30 1.32 -0.237
C 0.0098 -3.8635 0.3440 -1.50 3.28 -1.04 -0.214
C 0.4391 -2.5969 0.9994 -1.45 -0.60 -1.61 -0.191
C -0.1188 -1.2949 0.5883 -0.46 -1.71 -0.83 -0.229
C -2.9537 0.4493 -0.4223 -3.08 1.60 1.91 0.163
C -3.1941 1.6792 0.3914 -2.09 -2.05 -1.03 -0.206
C -4.5812 1.9974 0.8386 0.92 -1.20 -1.05 -0.223
C -5.7531 1.1614 0.5174 2.70 -0.80 -0.83 -0.228
C -5.5109 -0.0782 -0.2580 2.11 1.86 0.64 -0.218
C -4.1289 -0.3978 -0.6986 -0.68 0.91 0.57 -0.214
C 4.5527 -0.5449 1.5872 2.48 0.62 1.69 0.727
O 4.6037 -1.7939 1.4820 -0.67 0.97 -0.44 -0.754
O 5.3721 0.1809 2.3060 -2.68 -1.11 -2.01 -0.784
H 0.9837 1.2151 3.3197 0.84 -0.24 -0.81 0.088
H 2.6621 -0.6175 0.4904 0.78 0.96 0.41 0.220
H 4.8418 -0.0036 -0.8977 -0.99 0.76 0.44 0.242
H 4.4976 1.7237 -0.5661 -0.83 -1.11 0.21 0.230
H 3.2746 1.3234 -2.7021 -0.06 -0.80 1.05 0.202
H 2.8625 -0.3945 -2.2646 0.35 1.09 0.69 0.211
H 1.1171 0.5889 -0.5099 0.57 0.43 -0.98 0.243
H 1.5305 2.2200 -1.1738 -0.34 -1.12 -0.53 0.214
H -2.3437 -2.3977 -1.9615 0.93 0.02 0.78 0.214
H -1.3695 -4.6858 -1.1987 0.22 1.29 0.32 0.213
H 0.4413 -4.8584 0.6378 -0.58 1.26 -0.39 0.228
H 1.2039 -2.6714 1.8171 -0.81 0.41 -0.96 0.251
H 0.2758 -0.3893 1.1351 -0.68 -1.03 -0.77 0.245
H -2.3231 2.3456 0.6196 -1.06 -0.70 -0.16 0.235
H -4.6833 2.9420 1.4360 -0.12 -1.11 -0.66 0.216
H -6.7766 1.4657 0.8576 1.19 -0.41 -0.39 0.220
H -6.3553 -0.7638 -0.5382 1.07 0.82 0.34 0.220
H -4.0257 -1.3396 -1.3041 0.04 1.24 0.78 0.224